{
  "formula": "C5H9N",
  "method": "ωB97M-V/def2-TZVPD",
  "largest_force_ev_per_a": 5.17,
  "e_homo_ev": -8.13,
  "spin_multiplicity": 1,
  "orbital_gap_ha": 0.3103,
  "smiles": "C=NC(=C)CC",
  "symbols": ["C", "C", "C", "C", "C", "N", "H", "H", "H", "H", "H", "H", "H", "H", "H"],
  "positions_angstrom": [[1.9848, 0.5333, -0.3173], [0.5638, 0.3282, -0.8473], [-0.5512, 0.4047, 0.1004], [-1.6285, 1.1738, -0.1158], [-0.2383, -1.8141, 0.6284], [-0.7187, -0.7076, 0.9919], [2.5332, 1.1855, -0.9658], [2.6019, -0.3116, -0.3485], [2.0411, 1.0451, 0.5908], [0.3384, 1.1747, -1.5883], [0.5428, -0.6055, -1.3065], [-1.2806, 2.0930, -0.6896], [-2.6954, 0.9974, -0.0537], [0.5572, -2.4431, 1.1752], [-0.3912, -1.9376, -0.4464]],
  "mulliken_charge": [-1.27, -0.32, 0.56, -0.81, -0.43, -0.45, 0.37, 0.33, 0.39, 0.27, 0.30, 0.21, 0.30, 0.25, 0.32]
}



{
  "formula": "C6H8",
  "method": "ωB97M-V/def2-TZVPD",
  "largest_force_ev_per_a": 3.56,
  "e_homo_ev": [-7.71, -8.63],
  "spin_multiplicity": 1,
  "orbital_gap_ha": [0.2665, 0.3018],
  "symbols": ["C", "C", "C", "C", "C", "C", "H", "H", "H", "H", "H", "H", "H", "H"],
  "positions_angstrom": [[-0.6553, 0.8909, -1.1098], [-0.8801, -0.3381, -0.7252], [0.3053, 1.8128, -0.6730], [0.8071, 2.7154, 0.1266], [-0.2914, -2.1130, 0.8864], [0.1743, -1.2888, -0.2594], [-1.4094, 1.3730, -1.7353], [0.4802, 2.9163, 1.1811], [1.5584, 3.3891, -0.2023], [-1.2697, -2.1326, 0.6208], [-0.2174, -1.4939, 1.8199], [0.0351, -3.1090, 1.0612], [0.3101, -1.9837, -1.0476], [1.0527, -0.6382, 0.0566]],
  "mulliken_charge": [0.03, -0.27, -0.26, -0.67, -1.17, 0.02, 0.34, 0.23, 0.26, 0.37, 0.25, 0.36, 0.24, 0.27]
}



{
  "formula": "CH10N2O3",
  "method": "ωB97M-V/def2-TZVPD",
  "largest_force_ev_per_a": 4.52,
  "e_homo_ev": -9.58,
  "spin_multiplicity": 1,
  "orbital_gap_ha": 0.3819,
  "smiles": "[H]/N=C/N.O.O.O",
  "symbols": ["N", "C", "N", "H", "H", "H", "H", "H", "H", "O", "H", "H", "O", "H", "H", "O"],
  "positions_angstrom": [[-3.1880, -0.9881, -2.1638], [-3.6056, -0.4686, -0.8821], [-3.1999, 0.7029, -0.4389], [-3.1174, -1.9955, -2.2774], [-2.2966, -0.5211, -2.5113], [-4.4165, -1.1722, -0.4868], [-3.7083, 1.3104, 0.1651], [5.7781, -0.6844, 4.0259], [4.4358, -0.2508, 4.6085], [5.1214, 0.0065, 3.9969], [-1.5089, 1.3452, -2.1483], [-0.2217, 1.9046, -2.4494], [-0.8051, 1.2696, -2.7411], [3.9883, 0.2245, 0.5490], [3.2926, -0.0877, 1.7793], [3.4519, -0.5953, 0.9743]],
  "mulliken_charge": [-0.45, 0.15, -0.60, 0.27, 0.22, 0.26, 0.20, 0.32, 0.32, -0.63, 0.31, 0.29, -0.64, 0.33, 0.31, -0.65]
}



{
  "formula": "C16H23NO4",
  "method": "ωB97M-V/def2-TZVPD",
  "largest_force_ev_per_a": 0.76,
  "e_homo_ev": -8.73,
  "spin_multiplicity": 1,
  "orbital_gap_ha": 0.3376,
  "smiles": "CCC(=O)c1ccc(OC[C@@H](O)CN2CCOCC2)cc1",
  "symbols": ["C", "C", "C", "O", "C", "C", "C", "C", "C", "C", "H", "H", "O", "C", "C", "O", "H", "C", "N", "C", "C", "H", "O", "C", "C", "H", "H", "H", "H", "H", "H", "H", "H", "H", "H", "H", "H", "H", "H", "H", "H", "H", "H", "H"],
  "positions_angstrom": [[-5.0443, -1.3905, 0.7155], [-4.6085, 0.0755, 0.7255], [-3.7378, 0.3770, -0.4782], [-4.1510, 1.0539, -1.3953], [-2.3837, -0.2206, -0.5158], [-1.7038, -0.2140, -1.7387], [-0.4457, -0.7519, -1.8534], [0.1934, -1.3135, -0.7416], [-0.4720, -1.3148, 0.4809], [-1.7401, -0.7764, 0.5873], [-2.2157, -0.7830, 1.5558], [-0.0166, -1.7307, 1.3660], [1.4075, -1.8525, -1.0018], [2.2562, -2.3518, 0.0116], [3.4605, -1.4092, 0.2043], [4.0473, -1.1474, -1.0434], [3.3229, -1.0616, -1.6790], [3.1037, -0.1334, 0.9978], [2.1027, 0.7070, 0.3600], [1.3398, 1.4786, 1.3312], [0.2729, 2.3045, 0.6103], [-0.2576, 2.9413, 1.3206], [0.8396, 3.1648, -0.3467], [1.5822, 2.4223, -1.2849], [2.6938, 1.6324, -0.5981], [3.2698, 1.0787, -1.3378], [3.3723, 2.3406, -0.0884], [2.0008, 3.1451, -1.9870], [0.9172, 1.7277, -1.8195], [-0.4415, 1.6258, 0.1235], [0.8493, 0.7947, 2.0273], [1.9951, 2.1596, 1.9028], [2.7200, -0.4579, 1.9689], [4.0386, 0.4230, 1.1749], [4.2192, -1.9423, 0.7925], [1.7423, -2.5171, 0.9580], [2.6275, -3.3137, -0.3606], [0.0730, -0.7598, -2.7997], [-2.1967, 0.2245, -2.5933], [-4.0720, 0.3059, 1.6468], [-5.4891, 0.7174, 0.6684], [-4.1845, -2.0552, 0.7535], [-5.6036, -1.6066, -0.1917], [-5.6837, -1.5964, 1.5709]],
  "mulliken_charge": [-1.11, -0.57, 0.51, -0.63, 0.27, -0.61, -0.82, 1.36, -0.68, -0.72, 0.33, 0.31, -0.52, -0.70, -0.03, -0.64, 0.41, -1.17, 0.63, -1.01, -0.18, 0.40, -0.46, -0.49, -0.79, 0.50, 0.33, 0.38, 0.15, -0.01, 0.50, 0.40, 0.49, 0.36, 0.54, 0.28, 0.35, 0.46, 0.46, 0.32, 0.38, 0.33, 0.33, 0.35]
}



{
  "formula": "CH2ClO3P",
  "method": "ωB97M-V/def2-TZVPD",
  "largest_force_ev_per_a": 4.00,
  "e_homo_ev": -10.97,
  "spin_multiplicity": 1,
  "orbital_gap_ha": 0.3969,
  "smiles": "O=P(=O)Cl.C=O",
  "symbols": ["C", "O", "O", "O", "P", "Cl", "H", "H"],
  "positions_angstrom": [[1.0877, 0.5042, 1.1989], [-1.9620, 0.6670, -1.5532], [0.7375, 1.1346, 0.2368], [-1.1395, -1.1441, 0.1966], [-1.1240, -0.4291, -1.0375], [0.1480, -1.1992, -2.3717], [0.4788, -0.4182, 1.4757], [1.7736, 0.8848, 1.8544]],
  "mulliken_charge": [-0.04, -0.50, -0.41, -0.53, 1.11, -0.12, 0.15, 0.33]
}



{
  "formula": "C6H10O",
  "method": "ωB97M-V/def2-TZVPD",
  "largest_force_ev_per_a": 1.76,
  "e_homo_ev": -9.38,
  "spin_multiplicity": 1,
  "orbital_gap_ha": 0.3818,
  "smiles": "O[C@@H]1C=CCCC1",
  "symbols": ["O", "C", "C", "C", "C", "C", "C", "H", "H", "H", "H", "H", "H", "H", "H", "H", "H"],
  "positions_angstrom": [[1.1853, -0.7544, 1.3147], [1.3034, -0.5139, -0.1077], [0.0928, -1.2462, -0.6635], [-1.0623, -0.7405, 0.4421], [-1.2865, 0.7505, 0.0842], [-0.0207, 1.5239, -0.2324], [1.1688, 0.9511, -0.4170], [1.0235, 0.0700, 1.7863], [2.2849, -0.9124, -0.3799], [0.3446, -2.3113, -0.8838], [-0.2554, -0.8679, -1.6471], [-1.0354, -0.7773, 1.5621], [-1.9035, -1.3775, 0.2200], [-1.9033, 0.7468, -0.8190], [-1.8525, 1.3286, 0.8333], [-0.1136, 2.6032, -0.3451], [2.0300, 1.5273, -0.7472]],
  "mulliken_charge": [-0.56, -0.05, -0.73, -0.69, -0.54, -0.31, -0.58, 0.37, 0.39, 0.31, 0.30, 0.29, 0.38, 0.28, 0.39, 0.38, 0.37]
}



Listing relative energy (zero: lowest compared OMol25 entry of this formula, charge and spin) for the structures above in their given order: 364.58; 507.97; 179.62; 222.17; 21.64; 145.67 kJ/mol.
Listing E_tot for the structures above in their given order: -6817.2164; -6345.5191; -10320.7153; -26644.4976; -29023.6215; -8429.7306 eV.